{
  "formula": "C3H4N2O",
  "method": "ωB97M-V/def2-TZVPD",
  "symbols": ["C", "N", "N", "C", "C", "O", "H", "H", "H", "H"],
  "positions_angstrom": [[2.164, -0.282, 0.315], [1.349, -0.597, -0.598], [0.058, -0.733, -0.322], [-0.686, 0.265, -0.195], [-2.155, 0.127, -0.152], [-2.689, -0.933, 0.154], [3.202, -0.145, 0.090], [1.800, 0.059, 1.301], [-0.260, 1.277, -0.240], [-2.783, 0.962, -0.354]],
  "homo_lumo_gap_ev": 9.91,
  "smiles": "C=N/N=C/C=O",
  "e_homo_ha": -0.3765,
  "e_above_lowest_ev": 3.150
}